{
  "formula": "C41H69N9O4",
  "method": "ωB97M-V with the def2-TZVPD basis set",
  "homo_lumo_gap_ev": 8.89,
  "smiles": "COC[C@H](C)N.COC[C@H](C)N.COC[C@H](C)N.COC[C@H](C)N.c1ccncc1.c1ccncc1.c1ccncc1.c1ccncc1.c1ccncc1",
  "charge": 0,
  "symbols": ["C", "O", "C", "C", "C", "N", "H", "H", "H", "H", "H", "H", "H", "H", "H", "H", "H", "C", "O", "C", "C", "C", "N", "H", "H", "H", "H", "H", "H", "H", "H", "H", "H", "H", "C", "O", "C", "C", "C", "N", "H", "H", "H", "H", "H", "H", "H", "H", "H", "H", "H", "C", "O", "C", "C", "C", "N", "H", "H", "H", "H", "H", "H", "H", "H", "H", "H", "H", "C", "C", "C", "N", "C", "C", "H", "H", "H", "H", "H", "C", "C", "C", "N", "C", "C", "H", "H", "H", "H", "H", "C", "C", "C", "N", "C", "C", "H", "H", "H", "H", "H", "C", "C", "C", "N", "C", "C", "H", "H", "H", "H", "H", "C", "C", "C", "N", "C", "C", "H", "H", "H", "H", "H"],
  "coordinates": [[-2.8595, -3.4899, -0.7384], [-2.0798, -4.3400, 0.0410], [-1.2673, -3.7286, 1.0829], [-0.5783, -4.8595, 1.8920], [0.1978, -4.2893, 3.0515], [0.3586, -5.5192, 0.9708], [-3.5042, -4.0702, -1.3444], [-2.2595, -2.8242, -1.3930], [-3.3466, -2.7969, -0.0835], [-0.5238, -3.1608, 0.5783], [-2.0403, -3.1487, 1.6847], [-1.4342, -5.5307, 2.0305], [-0.4937, -3.7231, 3.7055], [0.9330, -3.5576, 2.7619], [0.7308, -4.9696, 3.7122], [-0.1018, -5.7084, 0.0817], [1.2122, -4.9502, 0.7576], [0.9319, 2.5285, -2.5122], [1.7814, 3.4780, -3.0645], [1.3365, 4.0295, -4.3127], [2.3952, 4.7382, -5.0795], [3.0852, 5.7893, -4.2211], [1.8906, 5.2198, -6.3335], [-0.0943, 2.9025, -2.3626], [1.3354, 2.2728, -1.5729], [0.8707, 1.6989, -3.1528], [0.8941, 3.3003, -4.9732], [0.4507, 4.7052, -4.1315], [3.2074, 3.9717, -5.2042], [2.5019, 6.6728, -3.8754], [4.0092, 6.1117, -4.7335], [3.3190, 5.4197, -3.2016], [2.6331, 5.1623, -7.0315], [1.4543, 6.1571, -6.3047], [-0.0703, -4.6080, -4.0874], [1.0340, -3.8819, -3.5740], [1.2480, -4.1448, -2.1509], [2.6624, -3.7585, -1.8274], [3.6651, -4.8612, -2.2476], [2.7913, -3.6026, -0.3929], [-0.1987, -4.3368, -5.1479], [-0.9987, -4.2865, -3.6509], [0.0151, -5.6834, -3.9669], [0.4611, -3.6352, -1.5197], [1.1439, -5.2324, -2.0348], [2.8136, -2.8392, -2.3839], [3.5544, -5.7706, -1.5883], [4.6763, -4.4629, -2.1958], [3.4514, -5.2259, -3.2946], [3.7735, -3.4982, -0.1747], [2.2829, -2.8202, 0.0117], [1.1592, 3.1257, 7.1967], [-0.0211, 2.4093, 6.9319], [-0.3300, 2.4902, 5.5193], [-1.8727, 2.3645, 5.3967], [-2.3045, 1.0351, 5.9810], [-2.1592, 2.3778, 3.9756], [1.9266, 2.5604, 6.6398], [1.3165, 2.9277, 8.2269], [1.2235, 4.1953, 6.9772], [0.0485, 3.5037, 5.1927], [0.2324, 1.6549, 4.9935], [-2.2931, 3.1696, 6.0241], [-1.8845, 0.9885, 6.9919], [-1.8643, 0.2011, 5.4007], [-3.3678, 1.0024, 6.1330], [-3.1280, 2.4068, 3.7482], [-1.6967, 3.1340, 3.4737], [-7.6898, 1.7214, -0.1819], [-7.0675, 0.9646, 0.8017], [-5.7818, 0.4944, 0.6569], [-5.0531, 0.6874, -0.4531], [-5.6291, 1.3425, -1.5094], [-6.9545, 1.9034, -1.3984], [-8.6518, 2.2365, 0.0664], [-7.6506, 0.7622, 1.7427], [-5.3240, -0.0323, 1.4886], [-5.0210, 1.5556, -2.3871], [-7.4361, 2.4031, -2.2252], [2.0430, 4.5579, 0.2206], [0.6680, 4.6654, 0.1539], [-0.0950, 4.3611, 1.2720], [0.3409, 3.9527, 2.4481], [1.6753, 3.8013, 2.4557], [2.5321, 4.0613, 1.4364], [2.7023, 4.7321, -0.6542], [0.2410, 5.0631, -0.7550], [-1.1816, 4.5445, 1.2099], [2.0862, 3.3908, 3.3536], [3.5752, 3.9409, 1.6315], [-1.6191, -0.0817, 0.2816], [-0.9097, -0.5416, -0.8392], [0.4367, -0.8154, -0.6757], [1.0534, -0.7687, 0.5234], [0.3830, -0.3343, 1.6077], [-0.9734, -0.0040, 1.5225], [-2.6759, 0.2002, 0.2055], [-1.3605, -0.6005, -1.7926], [1.0278, -1.1663, -1.5379], [0.9457, -0.4205, 2.5197], [-1.5499, 0.2772, 2.4262], [0.0172, -1.5002, -7.1544], [0.8605, -1.1389, -6.0780], [0.3432, -1.1732, -4.7735], [-0.9042, -1.4130, -4.4739], [-1.7482, -1.7683, -5.5212], [-1.3239, -1.7627, -6.8722], [0.3998, -1.4179, -8.1481], [1.9033, -0.9062, -6.2812], [0.9205, -0.8778, -3.9075], [-2.7731, -1.9686, -5.2003], [-2.0396, -2.0030, -7.6206], [3.2380, -2.2131, 4.0359], [2.5591, -1.7728, 5.1746], [2.5016, -0.3665, 5.3800], [3.0334, 0.5335, 4.5522], [3.7670, 0.0851, 3.5540], [3.9322, -1.2546, 3.2998], [3.2583, -3.2334, 3.6361], [1.9981, -2.5009, 5.7774], [1.8713, 0.0389, 6.2134], [4.2126, 0.8696, 3.0041], [4.6512, -1.5004, 2.4879]],
  "mulliken_charge": [-0.395, -0.445, 0.487, 0.194, -1.209, -0.785, 0.320, -0.070, 0.316, -0.584, 0.509, 0.379, 0.374, -0.114, 0.462, 0.402, 0.228, -0.765, -0.328, -0.794, 0.559, -1.259, -0.642, 0.357, 0.340, 0.366, 0.330, 0.235, 0.264, 0.293, 0.339, 0.236, 0.277, 0.252, -0.855, -0.264, -0.067, 0.495, -1.605, -0.421, 0.257, 0.235, 0.393, -0.310, 0.618, 0.158, 0.323, 0.465, 0.294, 0.268, 0.043, -0.737, -0.377, 0.044, 0.094, -1.321, -0.284, 0.258, 0.331, 0.279, 0.393, -0.193, 0.270, 0.349, 0.193, 0.428, 0.237, 0.108, -0.153, -0.516, -0.106, -0.170, -0.333, -0.522, 0.336, 0.266, 0.373, 0.390, 0.357, -0.123, -0.336, -0.422, -0.164, -0.122, -0.708, 0.293, 0.448, 0.323, 0.336, 0.445, -0.222, -0.148, -0.900, -0.254, -0.501, -0.390, 0.678, 0.856, 0.151, 0.454, 0.254, -0.297, -1.171, 0.268, 0.000, -0.301, -0.653, 0.451, 0.401, 0.406, 0.402, 0.446, -0.180, -0.669, -0.030, -0.330, -0.362, -0.330, 0.467, 0.378, 0.247, 0.449, 0.315]
}

{
  "formula": "C4H4O3",
  "method": "ωB97M-V with the def2-TZVPD basis set",
  "homo_lumo_gap_ev": 7.38,
  "charge": 0,
  "symbols": ["C", "C", "C", "C", "H", "H", "H", "H", "O", "O", "O"],
  "coordinates": [[-0.3968, -0.6524, 0.0240], [0.8326, -1.1806, 0.0817], [1.1583, 0.9522, -0.1062], [-0.1781, 0.6974, 0.1728], [-2.4658, -0.5097, 0.2125], [1.3720, -2.1111, -0.1499], [2.0402, 1.7737, 0.0349], [-2.1370, 0.9532, 0.0227], [-1.6901, -1.2456, -0.0840], [1.7731, -0.3338, -0.0152], [-0.9962, 1.7037, -0.0450]],
  "mulliken_charge": [0.502, -0.391, -0.488, 0.524, 0.269, 0.369, 0.275, 0.279, -0.526, -0.267, -0.546]
}

{
  "formula": "C12H22F5NO10S2Ti",
  "method": "ωB97M-V with the def2-TZVPD basis set",
  "multiplicity": 4,
  "homo_lumo_gap_ev": [4.20, 8.47],
  "charge": -1,
  "symbols": ["Ti", "C", "O", "O", "C", "F", "F", "F", "C", "C", "H", "H", "H", "H", "H", "H", "N", "S", "O", "O", "F", "S", "O", "O", "F", "O", "C", "O", "C", "C", "C", "H", "H", "H", "H", "H", "H", "H", "H", "O", "C", "O", "C", "C", "C", "H", "H", "H", "H", "H", "H", "H", "H"],
  "coordinates": [[0.2849, -0.7793, -1.5468], [-2.0951, 1.4541, -1.7706], [-2.9117, 1.9512, -2.9199], [-0.9449, 1.2275, -2.4570], [-1.9841, 2.3570, -0.5305], [-3.2482, 2.3352, 0.0339], [-1.0308, 1.9490, 0.3811], [-1.6355, 3.6765, -0.7914], [-4.1385, 2.6276, -2.6235], [-4.8226, 2.9577, -3.9302], [-5.6874, 3.5728, -3.6814], [-4.1159, 3.3258, -4.6739], [-5.1784, 2.0855, -4.4786], [-4.1163, 3.5854, -2.1036], [-4.6826, 1.9164, -2.0020], [-2.6388, 0.5348, -1.5532], [1.0933, -2.8619, -1.7901], [0.6292, -4.1206, -1.0815], [0.1718, -4.0110, 0.3124], [1.1128, -5.3903, -1.6067], [-0.7789, -4.1627, -1.8098], [2.7467, -3.0711, -1.3914], [3.5273, -4.0031, -2.1899], [3.1769, -2.8111, -0.0686], [3.1528, -1.6320, -2.0565], [-0.6201, -0.9464, 0.7065], [-1.4486, -1.0430, 1.6086], [-1.3043, -1.5169, 2.8707], [-0.0090, -2.0309, 3.2525], [0.0550, -2.1606, 4.8217], [-2.9034, -0.7105, 1.3669], [0.6724, -1.2671, 2.8779], [0.3706, -2.9474, 2.8007], [-0.5975, -1.4430, 5.3193], [1.0852, -1.9386, 5.0998], [-0.0997, -3.1912, 5.1412], [-3.1183, 0.2745, 1.7810], [-3.4782, -1.4749, 1.8897], [-3.2009, -0.7441, 0.3188], [1.4577, 0.6848, 0.0818], [2.2826, 1.0652, 1.0187], [3.6651, 1.0331, 0.9186], [4.2256, 0.6095, -0.2869], [5.2638, 1.5991, -0.8380], [1.8466, 1.8130, 2.2115], [3.5112, 0.5322, -1.1065], [4.6874, -0.3754, -0.2185], [6.0061, 1.7364, -0.0517], [4.8159, 2.5596, -1.0929], [5.7760, 1.1409, -1.6841], [2.7844, 2.1349, 2.6643], [1.2395, 1.3039, 2.9601], [1.1488, 2.5894, 1.8980]],
  "mulliken_charge": [0.751, 0.265, -0.312, -0.946, 0.844, -0.287, -0.171, -0.318, -0.135, -1.295, 0.362, 0.313, 0.318, 0.212, 0.305, 0.053, -0.014, 0.857, -0.516, -0.686, -0.336, 0.951, -0.621, -0.574, -0.332, -0.150, 0.716, -0.317, 0.501, -1.331, -1.261, -0.244, 0.225, 0.326, 0.377, 0.348, 0.251, 0.452, 0.280, -0.186, 0.677, -0.340, 0.072, -1.395, -0.924, 0.123, 0.316, 0.331, 0.338, 0.374, 0.336, 0.220, 0.195]
}